No. 1
{
  "formula": "C31H46BBr2ClN6O2Sr",
  "method": "ωB97M-V with the def2-TZVPD basis set",
  "max_force_ha_per_bohr": 0.009,
  "spin_multiplicity": 1,
  "homo_ev": -8.7,
  "gap_ha": 0.3262,
  "symbols": ["Sr", "C", "C", "C", "C", "C", "C", "N", "N", "B", "N", "C", "C", "C", "N", "C", "C", "C", "N", "C", "C", "C", "N", "C", "C", "C", "H", "H", "H", "H", "H", "H", "H", "H", "H", "H", "H", "H", "H", "H", "H", "H", "H", "H", "H", "H", "H", "H", "H", "H", "H", "H", "H", "H", "C", "C", "C", "C", "C", "C", "C", "C", "C", "C", "H", "H", "H", "H", "H", "H", "H", "H", "H", "H", "H", "H", "H", "H", "Br", "C", "Br", "H", "H", "Cl", "C", "C", "O", "O", "H", "H"],
  "xyz": [[-0.52613, -0.42845, -0.11368], [1.88766, 0.97518, -3.31929], [0.60631, 1.22932, -4.10529], [0.07445, -0.07123, -4.71200], [-0.44829, 1.89042, -3.26384], [-1.11256, 3.09987, -3.51194], [-2.03222, 3.20166, -2.49307], [-1.91138, 2.12333, -1.69985], [-0.92957, 1.31161, -2.16716], [-2.86222, 1.83187, -0.52356], [-2.16783, 2.07280, 0.85473], [-2.77055, 2.61796, 1.92510], [-1.87494, 2.65988, 2.96906], [-0.70040, 2.09913, 2.44490], [-0.88205, 1.76804, 1.17029], [0.60864, 1.82230, 3.12294], [0.46802, 0.66895, 4.11954], [1.16557, 3.07079, 3.80435], [-3.52101, 0.42467, -0.64603], [-4.79921, 0.15282, -0.32727], [-5.01235, -1.20221, -0.44807], [-3.77287, -1.71589, -0.85910], [-2.89350, -0.72972, -0.99063], [-3.36008, -3.13306, -1.12228], [-3.94462, -3.64677, -2.43871], [-3.74629, -4.03611, 0.04961], [2.64691, 0.50622, -3.94836], [1.69002, 0.29420, -2.48818], [2.29483, 1.90020, -2.90964], [0.83521, 1.91999, -4.92125], [-0.17941, -0.78491, -3.92433], [0.82832, -0.52163, -5.36285], [-0.82698, 0.10598, -5.29915], [-0.94861, 3.78524, -4.32569], [-2.77398, 3.95251, -2.28042], [-3.76737, 2.61977, -0.56635], [-3.79379, 2.94991, 1.86182], [-2.04258, 3.03648, 3.96336], [1.30809, 1.51578, 2.34079], [-0.31460, 0.88308, 4.84998], [1.40526, 0.50983, 4.65732], [0.20000, -0.25701, 3.61000], [0.52398, 3.38029, 4.63241], [1.23771, 3.90670, 3.10662], [2.15932, 2.87066, 4.21080], [-5.46946, 0.94617, -0.04007], [-5.92691, -1.73772, -0.26035], [-2.26774, -3.12940, -1.20922], [-5.03587, -3.62428, -2.40658], [-3.63781, -4.67950, -2.62123], [-3.62095, -3.03043, -3.27881], [-4.83209, -4.13007, 0.12214], [-3.38533, -3.62881, 0.99548], [-3.33276, -5.03733, -0.08377], [2.48880, 3.04463, -0.04108], [3.85394, 2.40275, 0.23520], [4.68400, 3.31111, 1.13736], [3.67953, 0.99822, 0.77947], [3.38273, -0.04549, -0.10213], [3.16545, -1.33324, 0.34963], [3.26084, -1.64339, 1.70888], [3.04427, -3.04860, 2.19516], [3.56888, -0.61111, 2.58182], [3.77185, 0.68869, 2.12836], [1.93386, 3.18152, 0.88917], [1.87389, 2.42951, -0.70003], [2.60995, 4.02463, -0.50745], [4.37949, 2.30607, -0.72127], [4.14872, 3.54569, 2.06048], [4.88679, 4.25645, 0.63270], [5.63791, 2.85289, 1.40260], [3.35133, 0.16688, -1.16531], [2.94318, -2.12559, -0.35623], [3.57966, -3.76419, 1.56902], [1.98328, -3.29830, 2.14512], [3.39339, -3.16699, 3.22061], [3.66273, -0.82517, 3.64060], [4.01432, 1.46139, 2.84736], [2.31411, -2.83493, -3.00614], [1.17452, -3.59744, -4.36237], [-0.58778, -3.99798, -3.70521], [1.63224, -4.51456, -4.70731], [1.07904, -2.86968, -5.15710], [-2.58273, -3.08298, 4.03286], [-1.06131, -3.23813, 3.13730], [-0.91521, -2.22204, 2.00544], [-1.68464, -1.24862, 1.91643], [0.04734, -2.44444, 1.21328], [-0.99408, -4.24159, 2.72606], [-0.23628, -3.09505, 3.83351]],
  "mulliken_charge": [1.97, -0.97, 0.23, -1.21, 0.27, -1.76, -0.30, -0.31, 0.95, -0.59, 0.89, -0.40, -1.60, -0.27, -0.57, 3.42, -1.30, -1.76, 0.91, -0.51, -1.20, 0.01, -0.49, 1.50, -1.71, -1.64, 0.47, -0.24, 0.41, 0.39, 0.02, 0.44, 0.39, 0.51, 0.49, -0.20, 0.56, 0.49, -1.50, 0.38, 0.43, 0.07, 0.39, 0.37, 0.36, 0.52, 0.49, -0.16, 0.38, 0.41, 0.40, 0.37, 0.26, 0.41, -0.49, 0.72, -1.82, 0.13, 0.02, -0.88, 0.83, -1.56, -0.67, -0.16, -0.30, -0.24, 0.60, 0.51, 0.26, 0.45, 0.42, 0.54, 0.01, 0.40, 0.17, 0.36, 0.35, 0.26, -0.03, -0.52, -0.07, 0.42, 0.27, -0.20, -0.79, 0.83, -0.54, -0.93, 0.41, 0.38]
}

No. 2
{
  "formula": "C31H46BrI2NO2SbSe4Si2TeW",
  "method": "ωB97M-V with the def2-TZVPD basis set",
  "charge": 1,
  "max_force_ha_per_bohr": 0.025,
  "spin_multiplicity": 1,
  "homo_ev": -10.2,
  "gap_ha": 0.1892,
  "symbols": ["W", "I", "C", "C", "C", "I", "C", "C", "C", "C", "N", "C", "C", "O", "H", "H", "H", "H", "C", "C", "C", "C", "C", "C", "C", "Br", "C", "O", "C", "C", "C", "C", "C", "C", "H", "H", "H", "H", "H", "H", "H", "H", "H", "H", "H", "H", "H", "H", "H", "H", "H", "H", "H", "H", "Se", "Sb", "Se", "Se", "Se", "C", "Si", "C", "C", "C", "Te", "C", "Si", "C", "C", "C", "H", "H", "H", "H", "H", "H", "H", "H", "H", "H", "H", "H", "H", "H", "H", "H", "H", "H", "H", "H", "H", "H"],
  "xyz": [[0.05910, -0.50251, -1.92135], [3.78472, 1.24083, -2.47252], [3.93618, -0.82533, -2.32974], [5.08799, -1.46734, -2.82972], [5.20225, -2.82555, -2.77605], [6.93229, -3.69266, -3.54999], [4.16716, -3.61891, -2.20755], [4.20237, -5.02899, -2.11802], [3.16036, -5.69465, -1.54547], [2.07584, -4.95101, -1.04409], [1.99377, -3.64582, -1.10193], [3.01745, -2.97638, -1.69207], [2.91954, -1.55919, -1.77838], [1.80746, -0.93915, -1.33317], [5.87441, -0.86695, -3.26415], [5.05747, -5.56503, -2.50632], [3.15703, -6.77260, -1.46755], [1.24255, -5.46576, -0.57986], [3.35242, 5.50630, 2.43915], [2.38606, 5.76802, 1.28430], [3.15403, 6.47037, 0.15522], [1.26084, 6.68296, 1.78737], [1.77926, 4.47706, 0.74154], [2.10780, 3.23044, 1.24068], [1.52447, 2.09459, 0.70645], [2.05149, 0.44233, 1.46782], [0.61591, 2.15710, -0.34344], [0.02923, 0.97230, -0.74848], [0.26304, 3.41543, -0.87582], [0.85521, 4.52974, -0.30118], [-0.74696, 3.57825, -2.01491], [-1.03732, 5.04969, -2.32137], [-2.08475, 2.94159, -1.59788], [-0.16544, 2.97521, -3.30646], [3.75757, 6.45501, 2.79199], [4.19507, 4.88413, 2.13094], [2.85383, 5.02612, 3.28348], [3.59402, 7.39769, 0.52542], [2.50252, 6.72189, -0.68267], [3.96104, 5.83681, -0.21849], [1.68381, 7.60865, 2.18070], [0.69428, 6.20084, 2.58604], [0.56522, 6.94861, 0.99049], [2.81125, 3.11576, 2.05134], [0.58472, 5.49990, -0.69026], [-1.51610, 5.55362, -1.47971], [-1.72182, 5.09888, -3.16921], [-0.13344, 5.59670, -2.59348], [-2.42552, 3.38424, -0.65996], [-2.01736, 1.86391, -1.45055], [-2.84086, 3.12388, -2.36213], [0.37984, 3.73371, -3.87340], [-0.94431, 2.58102, -3.95806], [0.59599, 2.21929, -3.11480], [-3.32270, -2.71851, -3.22675], [-2.47234, -0.51092, -3.36352], [-1.25706, -2.31910, -0.91866], [0.51850, -1.03829, -4.09805], [-3.37273, 1.13519, -4.78047], [-3.00532, -6.46993, 2.29805], [-2.46677, -5.22630, 1.01518], [-1.75315, -6.08438, -0.47858], [-3.93343, -4.18746, 0.51638], [-1.07750, -4.28419, 1.95714], [0.03951, -2.60868, 1.27309], [-0.86042, -1.17263, 2.54262], [-2.71374, -0.72672, 2.64550], [-3.61727, -2.06500, 3.58416], [-3.45867, -0.38634, 0.96909], [-2.70378, 0.84161, 3.65659], [-3.77716, -7.12357, 1.88614], [-3.42773, -5.97705, 3.17665], [-2.17970, -7.10187, 2.63124], [-2.50460, -6.76192, -0.89081], [-0.88426, -6.69314, -0.21861], [-1.47678, -5.38556, -1.27093], [-4.70771, -4.88680, 0.18604], [-3.74440, -3.51840, -0.32330], [-4.36030, -3.60885, 1.33670], [-0.30898, -5.02782, 2.18616], [-1.48116, -3.94433, 2.91392], [-0.29928, -0.26340, 2.31588], [-0.52827, -1.49800, 3.53579], [-3.60476, -3.03484, 3.08462], [-4.66402, -1.78282, 3.71771], [-3.18610, -2.19064, 4.58031], [-3.72151, -1.28955, 0.41657], [-2.78637, 0.21025, 0.34632], [-4.37454, 0.19333, 1.10938], [-2.22952, 0.69425, 4.62903], [-3.72596, 1.18219, 3.83571], [-2.17302, 1.64515, 3.14098]],
  "mulliken_charge": [-0.17, 0.20, -0.18, -0.31, -0.33, 0.12, 1.11, -0.73, -1.13, 0.20, 0.35, 0.14, -0.86, 1.01, 0.39, 0.20, 0.44, 0.07, -2.18, 1.70, -1.54, -1.55, -0.65, 0.63, -0.39, -0.08, 0.31, 0.88, -1.30, -0.22, 2.62, -2.35, -1.21, -1.07, 0.43, 0.40, 0.41, 0.46, 0.32, 0.35, 0.46, 0.35, 0.32, 0.65, 0.40, 0.41, 0.45, 0.52, 0.32, -0.14, 0.44, 0.35, 0.10, -0.12, -0.45, 0.61, 0.00, -0.19, -0.48, -1.21, 0.11, -0.96, -0.52, -0.75, -0.24, -0.25, 0.17, -0.64, -0.16, -1.12, 0.34, 0.35, 0.34, 0.40, 0.31, 0.31, 0.48, -0.05, 0.31, 0.58, 0.44, -0.21, 0.61, -0.15, 0.36, 0.35, 0.17, -0.34, 0.49, 0.35, 0.34, 0.29]
}

No. 3
{
  "formula": "C31H46F5NO8S",
  "method": "ωB97M-V with the def2-TZVPD basis set",
  "max_force_ha_per_bohr": 0.015,
  "spin_multiplicity": 1,
  "homo_ev": -8.9,
  "gap_ha": 0.3090,
  "smiles": "O=C1NC(=O)c2c(C(F)(F)C(F)(F)F)ccc(CCCS)c21.CC(C)=O.CC(C)=O.CC(C)=O.CC(C)=O.CC(C)=O.CC(C)=O",
  "symbols": ["O", "C", "N", "C", "O", "C", "C", "C", "F", "F", "C", "F", "F", "F", "C", "C", "C", "C", "C", "C", "S", "C", "H", "H", "H", "H", "H", "H", "H", "H", "H", "H", "C", "C", "O", "C", "H", "H", "H", "H", "H", "H", "C", "C", "O", "C", "H", "H", "H", "H", "H", "H", "C", "C", "O", "C", "H", "H", "H", "H", "H", "H", "C", "C", "O", "C", "H", "H", "H", "H", "H", "H", "C", "C", "O", "C", "H", "H", "H", "H", "H", "H", "C", "C", "O", "C", "H", "H", "H", "H", "H", "H"],
  "xyz": [[2.36683, -2.62446, 2.96149], [1.31925, -2.36617, 2.45043], [0.18410, -3.21889, 2.49041], [-0.94877, -2.50550, 2.02318], [-2.07004, -2.90070, 2.15143], [-0.45742, -1.21293, 1.45586], [-1.12673, -0.22149, 0.75320], [-2.60413, -0.29490, 0.45579], [-3.01800, 0.86282, -0.13702], [-2.84371, -1.27659, -0.44032], [-3.58688, -0.45847, 1.69295], [-4.28125, -1.58437, 1.61449], [-2.93346, -0.39319, 2.85110], [-4.48256, 0.54320, 1.69978], [-0.36068, 0.82956, 0.26296], [1.00767, 0.90340, 0.50611], [1.67581, -0.07103, 1.24860], [3.15709, 0.05295, 1.48257], [3.94319, -0.31420, 0.20648], [3.88431, -1.80514, -0.09181], [4.43689, -2.20615, -1.76990], [0.90912, -1.14484, 1.70518], [0.31456, -4.13614, 2.08551], [-0.81172, 1.60708, -0.33590], [1.58962, 1.71092, 0.09629], [3.37148, 1.08382, 1.74908], [3.43336, -0.60410, 2.29837], [3.47747, 0.21091, -0.62720], [4.97229, 0.01471, 0.32065], [2.87621, -2.18995, 0.03602], [4.54093, -2.36241, 0.57164], [3.49198, -1.56301, -2.46138], [-3.54392, -0.73724, -3.33014], [-3.65852, -0.82090, -4.83284], [-2.95317, -1.55237, -5.48592], [-4.70080, 0.06035, -5.48168], [-2.76544, -1.41182, -2.98658], [-3.29475, 0.28294, -3.03135], [-4.49095, -1.01559, -2.86501], [-4.49430, 1.10855, -5.25880], [-5.69181, -0.18721, -5.09772], [-4.68488, -0.08889, -6.55852], [2.51911, 5.08684, -2.69386], [1.39021, 4.33055, -2.04254], [1.58729, 3.29960, -1.43649], [0.00303, 4.89429, -2.17442], [3.45817, 4.56649, -2.52166], [2.34261, 5.16684, -3.76747], [2.58169, 6.09324, -2.27709], [-0.28651, 4.95608, -3.22396], [-0.05393, 5.89359, -1.73807], [-0.69140, 4.23715, -1.66305], [-3.48879, 3.89668, -0.28167], [-3.61900, 4.55014, -1.63581], [-2.93180, 4.19324, -2.56523], [-4.62958, 5.66116, -1.77303], [-2.71868, 3.13646, -0.31336], [-3.22798, 4.64072, 0.47398], [-4.43611, 3.43388, 0.00006], [-4.39052, 6.47103, -1.08204], [-5.62786, 5.28923, -1.53777], [-4.61843, 6.04161, -2.79150], [1.59020, -0.23323, 6.56065], [1.57487, 0.53503, 5.26202], [2.38522, 0.32254, 4.39126], [0.49388, 1.57731, 5.09701], [2.40804, -0.94932, 6.54864], [1.72022, 0.45192, 7.39995], [0.64673, -0.76588, 6.69119], [0.58074, 2.33430, 5.87796], [-0.49044, 1.11177, 5.17385], [0.59184, 2.05175, 4.12283], [8.65182, -0.42923, -3.79764], [8.16667, -0.28766, -2.37431], [7.73932, 0.76020, -1.95151], [8.24242, -1.52179, -1.50944], [8.54617, 0.52148, -4.31441], [9.70030, -0.73139, -3.80809], [8.06639, -1.18970, -4.31683], [9.27561, -1.86262, -1.42126], [7.63982, -2.31911, -1.94610], [7.85966, -1.28882, -0.51849], [-3.96709, -5.37499, 1.97603], [-4.72529, -6.60231, 1.53576], [-4.26256, -7.38915, 0.74362], [-6.09866, -6.80280, 2.13514], [-3.00272, -5.34245, 1.47888], [-4.52543, -4.47254, 1.72422], [-3.81159, -5.39587, 3.05568], [-6.74143, -5.95626, 1.88857], [-6.02562, -6.87692, 3.22130], [-6.53886, -7.71560, 1.74109]],
  "mulliken_charge": [-0.54, 0.12, -0.14, 0.33, -0.51, 0.09, -0.07, 0.83, -0.21, -0.30, 0.58, -0.25, -0.23, -0.28, -0.65, -1.25, 0.62, -1.32, -0.49, -0.45, -0.23, -0.02, 0.32, 0.79, 0.85, 0.49, 0.48, 0.37, 0.42, 0.14, 0.36, 0.11, -0.68, 0.66, -0.56, -1.08, 0.28, 0.13, 0.33, 0.27, 0.32, 0.31, -1.27, 0.69, -0.45, -0.43, 0.32, 0.33, 0.33, 0.35, 0.36, -0.31, -0.52, 0.94, -0.55, -1.35, -0.29, 0.42, 0.43, 0.35, 0.35, 0.33, -1.27, 0.92, -0.49, -1.10, 0.32, 0.40, 0.33, 0.40, 0.28, 0.22, -1.11, 0.89, -0.55, -1.03, 0.30, 0.33, 0.30, 0.39, 0.26, 0.22, -0.68, 0.72, -0.56, -1.11, 0.22, 0.16, 0.33, 0.30, 0.32, 0.31]
}